(1)
The following is a quantum chemistry calculation of C45H56BN7O6S4V as an isolated structure in a non-equilibrium geometry, from the OMol25 dataset.

Geometry (Å):
1 V 0.10 0.32 -0.31
2 C -0.32 -0.07 1.87
3 C -1.28 0.99 2.39
4 C -2.61 0.52 1.84
5 C -2.47 -0.68 1.25
6 C -1.08 -1.11 1.32
7 H 0.64 -0.21 2.34
8 H -1.31 0.92 3.50
9 H -3.54 1.07 1.95
10 H -3.26 -1.26 0.79
11 H -0.71 -2.09 1.04
12 C -7.78 4.38 -4.39
13 C -6.66 3.60 -3.75
14 C -5.83 2.77 -4.50
15 C -4.80 2.04 -3.91
16 C -4.56 2.14 -2.54
17 C -5.38 2.98 -1.78
18 C -6.42 3.68 -2.38
19 S -1.87 1.81 -2.26
20 O -1.84 1.89 -3.72
21 O -3.60 1.42 -1.91
22 N -1.32 0.42 -1.68
23 C -1.27 -0.79 -2.34
24 C -1.87 -1.07 -3.59
25 C -1.72 -2.35 -4.10
26 C -1.00 -3.30 -3.39
27 C -0.45 -2.93 -2.18
28 N -0.60 -1.72 -1.64
29 H -8.00 4.00 -5.39
30 H -7.52 5.44 -4.48
31 H -8.70 4.32 -3.80
32 H -6.00 2.68 -5.57
33 H -4.17 1.39 -4.50
34 H -5.19 3.05 -0.71
35 H -7.05 4.32 -1.76
36 H -2.39 -0.30 -4.12
37 H -2.17 -2.59 -5.06
38 H -0.86 -4.31 -3.77
39 H 0.14 -3.64 -1.60
40 C -2.50 6.70 2.34
41 C -3.29 6.21 1.11
42 C -2.71 4.96 0.43
43 C -2.95 3.63 1.17
44 N -2.03 3.37 2.29
45 C -0.85 2.46 2.10
46 S -0.10 2.56 0.43
47 N 0.14 2.92 3.10
48 C 1.50 2.38 3.11
49 C 2.59 3.47 3.02
50 C 2.42 4.63 4.00
51 C 2.53 4.20 5.48
52 H -3.08 7.43 2.93
53 H -1.57 7.18 2.03
54 H -2.23 5.86 2.98
55 H -3.33 7.02 0.38
56 H -4.33 6.00 1.40
57 H -1.63 5.07 0.30
58 H -3.16 4.86 -0.56
59 H -2.90 2.82 0.44
60 H -3.97 3.64 1.58
61 H -2.57 2.99 3.06
62 H -0.27 2.97 4.02
63 H 1.62 1.74 2.25
64 H 1.67 1.77 4.01
65 H 2.55 3.86 2.00
66 H 3.57 3.00 3.17
67 H 1.44 5.08 3.82
68 H 3.17 5.39 3.79
69 H 1.73 3.50 5.75
70 H 2.45 5.06 6.15
71 H 3.49 3.70 5.67
72 C 7.97 1.42 -2.43
73 C 7.21 1.83 -3.69
74 C 7.52 0.78 -4.78
75 C 7.71 3.21 -4.14
76 C 5.69 1.86 -3.45
77 C 4.83 2.16 -4.52
78 C 3.44 2.08 -4.40
79 C 2.93 1.69 -3.19
80 O 1.63 1.47 -2.82
81 B 1.64 1.04 -1.45
82 O 3.01 1.11 -1.02
83 C 3.76 1.44 -2.11
84 C 5.13 1.51 -2.22
85 H 9.04 1.37 -2.65
86 H 7.65 0.43 -2.08
87 H 7.82 2.14 -1.62
88 H 8.60 0.65 -4.90
89 H 7.10 1.08 -5.75
90 H 7.07 -0.18 -4.51
91 H 8.79 3.18 -4.32
92 H 7.50 3.95 -3.36
93 H 7.21 3.53 -5.05
94 H 5.26 2.45 -5.48
95 H 2.79 2.28 -5.25
96 H 5.74 1.26 -1.35
97 N 3.61 -7.56 -5.17
98 C 3.74 -6.29 -4.55
99 C 2.82 -5.28 -4.81
100 C 2.98 -4.02 -4.26
101 C 4.06 -3.77 -3.42
102 C 4.99 -4.77 -3.16
103 C 4.83 -6.02 -3.72
104 S 4.30 -2.11 -2.81
105 O 4.33 -1.30 -4.00
106 O 5.50 -2.18 -2.01
107 N 2.99 -1.74 -1.99
108 C 2.74 -2.22 -0.74
109 S 3.46 -3.76 -0.10
110 C 2.65 -3.55 1.40
111 C 1.93 -2.41 1.35
112 N 1.95 -1.67 0.18
113 H 2.66 -7.77 -5.44
114 H 4.01 -8.31 -4.64
115 H 1.97 -5.48 -5.47
116 H 2.27 -3.22 -4.46
117 H 5.82 -4.54 -2.50
118 H 5.55 -6.81 -3.52
119 H 2.76 -4.25 2.21
120 H 1.35 -2.04 2.19

The total energy comes out at -5144.806029 Eh. The HOMO-LUMO gap (spin up / spin down) comes out at 4.9 / 6.4 eV. As for the net charge: -2. The spin multiplicity is 4. The calculation puts the molecular weight at 981.010 g mol⁻¹.

---

(2)
The following is a quantum chemistry calculation of C45H57KN3OP2 as an isolated structure, from the OMol25 dataset.

Geometry (Å):
1 K -0.42 0.36 0.32
2 N 0.07 -0.62 2.76
3 C -1.33 -0.47 3.15
4 C -2.09 -1.78 2.98
5 C -1.92 -2.45 1.61
6 N -2.35 -1.54 0.53
7 H 0.50 -1.43 3.21
8 H 0.61 0.19 3.05
9 H -1.79 0.31 2.52
10 H -1.46 -0.14 4.19
11 H -3.15 -1.60 3.17
12 H -1.74 -2.49 3.73
13 H -2.51 -3.37 1.63
14 H -0.87 -2.72 1.45
15 H -3.25 -1.13 0.74
16 H -2.45 -2.06 -0.34
17 C 2.77 2.28 -0.07
18 C 2.38 0.84 0.26
19 P 3.66 -0.51 -0.04
20 C 4.98 0.50 1.06
21 C 6.30 0.43 0.61
22 C 7.35 1.00 1.31
23 C 7.11 1.67 2.51
24 C 5.81 1.76 2.98
25 C 4.77 1.18 2.26
26 C 3.39 -1.80 1.19
27 C 2.69 -2.85 0.33
28 C 1.73 -3.68 1.18
29 C 1.82 -3.68 2.55
30 C 2.70 -2.85 3.28
31 C 3.42 -1.86 2.56
32 P 1.20 3.24 -0.17
33 C 0.61 2.75 -1.85
34 C 1.39 2.94 -2.99
35 C 0.93 2.56 -4.24
36 C -0.33 1.99 -4.38
37 C -1.12 1.80 -3.26
38 C -0.65 2.17 -2.01
39 C 1.74 4.97 -0.46
40 C 2.63 5.54 0.45
41 C 3.00 6.87 0.35
42 C 2.49 7.67 -0.67
43 C 1.61 7.12 -1.58
44 C 1.23 5.78 -1.48
45 H 3.30 2.33 -1.03
46 H 3.42 2.71 0.69
47 H 1.54 0.56 -0.37
48 H 2.07 0.75 1.31
49 H 6.49 -0.09 -0.33
50 H 8.37 0.93 0.94
51 H 7.93 2.11 3.07
52 H 5.61 2.27 3.92
53 H 3.76 1.26 2.66
54 H 3.44 -3.49 -0.18
55 H 1.00 -4.30 0.67
56 H 1.14 -4.33 3.10
57 H 2.74 -2.90 4.37
58 H 3.93 -1.08 3.12
59 H 2.38 3.38 -2.89
60 H 1.56 2.70 -5.11
61 H -0.69 1.69 -5.36
62 H -2.10 1.33 -3.36
63 H -1.28 2.00 -1.14
64 H 3.04 4.94 1.25
65 H 3.70 7.29 1.06
66 H 2.79 8.71 -0.76
67 H 1.21 7.72 -2.39
68 H 0.55 5.36 -2.21
69 O -2.49 1.81 0.80
70 C -2.90 2.88 1.19
71 C -2.07 3.83 2.02
72 C -2.07 5.22 1.33
73 C -2.14 5.18 -0.21
74 C -3.55 5.07 -0.82
75 C -4.22 3.72 -0.61
76 N -4.15 3.35 0.82
77 H -1.06 3.43 2.08
78 H -2.47 3.90 3.03
79 H -1.16 5.73 1.63
80 H -2.90 5.83 1.71
81 H -1.53 4.35 -0.57
82 H -1.67 6.09 -0.59
83 H -3.50 5.27 -1.89
84 H -4.18 5.85 -0.38
85 H -3.73 2.94 -1.18
86 H -5.27 3.75 -0.92
87 H -4.41 4.14 1.38
88 C 1.47 -3.85 -2.25
89 C 1.78 -2.35 -2.14
90 C 0.51 -1.62 -2.62
91 C 2.05 -1.91 -0.68
92 C 2.96 -1.97 -3.04
93 C 4.00 -2.86 -3.29
94 C 5.11 -2.49 -4.03
95 C 5.22 -1.21 -4.55
96 C 4.20 -0.30 -4.30
97 C 3.09 -0.68 -3.56
98 H 0.57 -4.07 -1.67
99 H 2.27 -4.47 -1.83
100 H 1.31 -4.16 -3.29
101 H -0.34 -1.96 -2.03
102 H 0.30 -1.81 -3.68
103 H 0.59 -0.53 -2.50
104 H 1.09 -1.67 -0.22
105 H 3.96 -3.87 -2.88
106 H 5.91 -3.21 -4.20
107 H 6.10 -0.92 -5.12
108 H 4.27 0.71 -4.68
109 H 2.33 0.06 -3.36

The total energy comes out at -3271.002980 Eh. The HOMO-LUMO gap comes out at 2.6 eV. As for the net charge: -1. The calculation puts the molecular weight at 757.017 g mol⁻¹.